No. 1
Entry from the OMol25 dataset: one molecule with the formula C6H10N2O in a non-equilibrium geometry (ωB97M-V with the def2-TZVPD basis set).

Geometry (Å):
C1 1.4158 1.0354 1.1537
C2 0.1606 0.3392 1.5585
N1 -1.0110 0.7983 1.3994
C3 -2.1685 0.0927 1.3903
C4 -2.3376 -0.9489 0.4478
N2 -1.3331 -1.2232 -0.4297
C5 -0.1369 -1.2028 -0.2189
O1 0.8019 -1.1500 -1.2269
C6 0.4001 -0.2970 -2.4057
H1 1.1564 2.0121 0.6534
H2 1.7946 0.3676 0.4015
H3 2.2053 1.2030 1.8920
H4 0.3574 -0.5532 2.1520
H5 -3.0867 0.4503 1.8144
H6 -3.3154 -1.3015 0.1343
H7 0.3771 -1.7317 0.6289
H8 -0.1095 -0.8765 -3.1048
H9 1.3209 0.0915 -2.6842
H10 0.0092 0.7016 -2.0336

Computed properties:
Net charge   0
HOMO energy   -7.7 eV
SMILES   C/C=N/C=C\N=C\OC
LUMO energy   0.859 eV
Relative energy (zero: lowest compared OMol25 entry of this formula, charge and spin)   355.8 kJ/mol
Frontier orbital gap   0.3150 hartree


No. 2
Entry from the OMol25 dataset: one molecule with the formula C24H31N3O2 (ωB97M-V with the def2-TZVPD basis set).

Geometry (Å):
C1 -3.7597 -2.6606 0.4309
O1 -2.7084 -2.6266 1.3655
C2 -1.4312 -2.5232 0.9059
C3 -1.0653 -2.3877 -0.4282
C4 0.2754 -2.3007 -0.7711
C5 1.2760 -2.3290 0.1891
C6 2.7355 -2.1771 -0.1810
N1 3.2924 -0.8403 -0.1932
C7 2.9760 0.0362 -1.2967
C8 4.1688 0.9845 -1.4911
C9 4.5186 1.7623 -0.2257
C10 4.5647 0.8284 0.9798
C11 3.3468 -0.1043 1.0504
C12 2.0322 0.6255 1.3885
C13 1.4362 1.4385 0.2323
N2 0.0100 1.6225 0.4378
C14 -0.5044 2.7478 0.9909
O2 0.1563 3.7051 1.3374
N3 -1.8792 2.7432 1.1648
C15 -2.8666 1.9881 0.5384
C16 -4.1022 1.8498 1.1716
C17 -5.1168 1.1361 0.5662
C18 -4.9222 0.5516 -0.6737
C19 -3.7036 0.6921 -1.3267
C20 -3.4920 0.1047 -2.6906
C21 -2.6863 1.4128 -0.7180
C22 1.6297 0.7648 -1.1290
C23 0.8970 -2.4892 1.5199
C24 -0.4304 -2.5809 1.8776
H1 -4.6683 -2.7916 1.0163
H2 -3.6514 -3.5015 -0.2621
H3 -3.8270 -1.7239 -0.1306
H4 -1.8111 -2.3582 -1.2072
H5 0.5417 -2.2236 -1.8169
H6 2.8987 -2.5942 -1.1798
H7 3.3363 -2.7576 0.5285
H8 2.9010 -0.5809 -2.2017
H9 3.9617 1.6729 -2.3121
H10 5.0264 0.3694 -1.7719
H11 3.7975 2.5591 -0.0575
H12 5.4951 2.2359 -0.3530
H13 4.6392 1.4072 1.9016
H14 5.4523 0.1968 0.9013
H15 3.5348 -0.8259 1.8552
H16 2.1919 1.2845 2.2432
H17 1.2945 -0.1247 1.6825
H18 1.8490 2.4490 0.2303
H19 -0.5579 0.7883 0.4310
H20 -2.2043 3.4799 1.7751
H21 -4.2581 2.3085 2.1368
H22 -6.0689 1.0329 1.0652
H23 -5.7218 -0.0043 -1.1412
H24 -4.1205 -0.7707 -2.8409
H25 -2.4506 -0.1730 -2.8384
H26 -3.7531 0.8386 -3.4535
H27 -1.7573 1.5592 -1.2474
H28 1.5161 1.5046 -1.9234
H29 0.8345 0.0253 -1.2453
H30 1.6567 -2.5503 2.2864
H31 -0.7245 -2.7059 2.9078

Computed properties:
Net charge   0
HOMO energy   -8.0 eV
SMILES   COc1ccc(CN2[C@@H]3CCC[C@H]2C[C@H](NC(=O)Nc2cccc(C)c2)C3)cc1
LUMO energy   0.675 eV
Relative energy (zero: lowest compared OMol25 entry of this formula, charge and spin)   80.6 kJ/mol
Frontier orbital gap   0.3201 hartree


No. 3
Entry from the OMol25 dataset: C46H36ClGeIrN2O2P as an isolated structure (ωB97M-V with the def2-TZVPD basis set).

Geometry (Å):
Ir1 -0.0630 -1.1363 0.2477
Cl1 -2.2594 -4.7742 6.1280
C1 -1.8521 -3.6465 4.9688
C2 -2.1103 -2.2887 5.1700
C3 -1.7667 -1.4077 4.1789
C4 -1.1574 -1.8212 2.9582
O1 -0.8901 -0.9052 2.0941
C5 -0.8625 -3.2280 2.7528
C6 -0.2423 -3.7878 1.6085
N1 0.2525 -3.0547 0.5133
C7 0.8721 -3.6523 -0.4912
C8 1.3154 -5.0303 -0.5306
C9 1.9357 -5.5172 -1.6506
C10 2.1401 -4.7214 -2.7909
C11 1.7264 -3.3460 -2.8061
C12 1.8923 -2.4930 -3.9044
C13 1.4723 -1.1791 -3.8066
C14 0.9045 -0.7251 -2.6234
N2 0.7258 -1.5373 -1.5760
C15 1.1253 -2.8203 -1.6662
C16 -1.2292 -4.1029 3.7601
H1 -2.5691 -1.9578 6.0912
H2 -1.9518 -0.3478 4.2986
H3 -0.1658 -4.8619 1.5691
H4 1.1884 -5.6716 0.3273
H5 2.2772 -6.5440 -1.6593
H6 2.6124 -5.1385 -3.6711
H7 2.3426 -2.8663 -4.8163
H8 1.5891 -0.4948 -4.6355
H9 0.5812 0.2988 -2.4952
H10 -1.0410 -5.1643 3.6537
Ge1 2.1444 -0.6119 1.1006
C17 3.5685 -1.2550 -0.0355
C18 4.1832 -2.4571 0.3312
C19 5.1722 -3.0018 -0.4789
C20 5.5619 -2.3442 -1.6392
C21 4.9639 -1.1414 -1.9995
C22 3.9703 -0.5944 -1.2009
C23 2.6739 1.2403 1.5216
C24 3.8337 1.3477 2.3723
C25 4.2005 2.5562 2.8892
C26 3.4877 3.7057 2.4971
C27 2.3586 3.6198 1.6179
C28 1.9899 2.4139 1.1008
H11 2.2887 -1.3836 2.4240
H12 3.9091 -2.9644 1.2493
H13 5.6513 -3.9293 -0.1933
H14 6.3560 -2.7548 -2.2490
H15 5.2911 -0.6204 -2.8906
H16 3.5361 0.3618 -1.4747
H17 4.4049 0.4596 2.6175
H18 5.0446 2.6397 3.5606
H19 3.8248 4.6804 2.8305
H20 1.8153 4.5217 1.3669
H21 1.1512 2.3374 0.4209
O2 -0.7599 0.7576 -0.3319
P1 -1.8503 1.7716 -0.6129
C29 -3.5172 1.0390 -0.6996
C30 -4.6253 1.9193 -1.0271
C31 -5.9009 1.4319 -1.1418
C32 -6.1240 0.0782 -0.8998
C33 -5.0339 -0.8055 -0.5740
C34 -3.7578 -0.3174 -0.4483
C35 -2.0719 2.9023 0.7428
C36 -1.7013 2.4609 2.0246
C37 -1.8719 3.3025 3.1083
C38 -2.4290 4.5672 2.9306
C39 -2.7936 5.0114 1.6620
C40 -2.6318 4.1815 0.5688
C41 -1.6222 2.6157 -2.1421
C42 -0.8964 3.8097 -2.1954
C43 -0.6816 4.4214 -3.4190
C44 -1.1849 3.8490 -4.5837
C45 -1.9081 2.6623 -4.5362
C46 -2.1236 2.0387 -3.3188
H22 -4.4372 2.9711 -1.1970
H23 -6.7231 2.0866 -1.3975
H24 -7.1315 -0.3195 -0.9425
H25 -5.2371 -1.8608 -0.4432
H26 -2.9389 -0.9777 -0.1962
H27 -1.2762 1.4721 2.1537
H28 -1.5752 2.9820 4.0983
H29 -2.5938 5.2069 3.7880
H30 -3.2014 6.0048 1.5313
H31 -2.9154 4.5353 -0.4144
H32 -0.5067 4.2618 -1.2911
H33 -0.1319 5.3519 -3.4683
H34 -1.0155 4.3357 -5.5354
H35 -2.3183 2.2389 -5.4433
H36 -2.6870 1.1111 -3.2845

Computed properties:
Net charge   +4
HOMO energy (spin up / spin down)   -16.0 / -18.1 eV
LUMO energy (spin up / spin down)   -10.512 / -14.165 eV
<S²>   8.8401
2S+1   6
Frontier orbital gap (spin up / spin down)   0.2031 / 0.1444 hartree


No. 4
Entry from the OMol25 dataset: a 4-piece molecular cluster, C4H16O3 overall in a non-equilibrium geometry (ωB97M-V with the def2-TZVPD basis set).

Geometry (Å):
C1 -1.7045 2.5023 2.3432
C2 -0.6600 1.3740 2.1237
C3 0.5597 1.6673 1.2743
C4 1.4083 0.4115 1.0961
H1 -1.2062 3.2163 3.0033
H2 -2.5894 2.0522 2.7780
H3 -1.9713 3.0296 1.4330
H4 -1.2654 0.5509 1.7187
H5 -0.3115 0.9608 3.0797
H6 0.1661 2.1338 0.3602
H7 1.1656 2.4664 1.7112
H8 2.1907 0.6045 0.3650
H9 0.7621 -0.4470 0.9150
H10 1.9268 0.1221 2.0177
O1 -0.7007 -2.1472 -2.8506
H11 -0.7437 -1.4882 -2.1205
H12 0.1357 -1.7481 -3.1531
O2 4.0719 -3.5124 -3.5387
H13 4.2316 -3.8288 -4.4470
H14 4.6314 -4.0226 -2.9880
O3 -3.5872 -0.9398 -1.7672
H15 -3.2172 -1.3213 -0.9666
H16 -3.2931 -1.6361 -2.3873

Computed properties:
Net charge   0
HOMO energy   -11.0 eV
SMILES   CCCC.O.O.O
LUMO energy   0.526 eV
Relative energy (zero: lowest compared OMol25 entry of this formula, charge and spin)   93.7 kJ/mol
Frontier orbital gap   0.4222 hartree


No. 5
Entry from the OMol25 dataset: one molecule with the formula C8H11Cl2N3O2 (ωB97M-V with the def2-TZVPD basis set).

Geometry (Å):
O1 1.8265 -1.0123 -3.9166
C1 1.4052 -0.7042 -2.8298
N1 2.1832 -0.7081 -1.6955
C2 1.7097 -0.3742 -0.4600
C3 0.4201 -0.0248 -0.2483
N2 -0.0156 0.2673 1.0592
C4 -0.2124 -0.8802 1.9148
C5 -1.3214 -1.8318 1.4520
Cl1 -0.7646 -2.8387 0.0853
C6 -0.9791 1.3437 1.2074
C7 -0.4186 2.6376 0.6369
Cl2 1.1573 3.0142 1.3742
C8 -0.4981 0.0034 -1.3917
O2 -1.6840 0.2611 -1.3601
N3 0.1078 -0.3074 -2.6005
H1 3.1431 -0.9991 -1.8134
H2 2.4140 -0.4233 0.3559
H3 -0.4631 -0.5162 2.9145
H4 0.7279 -1.4339 1.9789
H5 -2.1927 -1.2811 1.0990
H6 -1.6056 -2.5179 2.2485
H7 -1.1562 1.4688 2.2786
H8 -1.9370 1.1498 0.7067
H9 -1.0852 3.4722 0.8501
H10 -0.2554 2.5614 -0.4372
H11 -0.5059 -0.3264 -3.4087

Computed properties:
Net charge   0
HOMO energy   -8.4 eV
SMILES   O=c1[nH]cc(N(CCCl)CCCl)c(=O)[nH]1
LUMO energy   0.543 eV
Frontier orbital gap   0.3275 hartree